This record from OMol25 describes a cluster of 15 separate species, CH33N2O14 in total at a distorted geometry. The level of theory is ωB97M-V with the def2-TZVPD basis set.

The geometry in XYZ format:
```
50
Properties=species:S:1:pos:R:3:forces:R:3
N 0.3823 -0.3784 -0.6279 3.85 -0.44 -0.47
C 1.1191 -0.8800 -1.6509 -0.63 -0.70 0.74
N 2.3800 -1.3101 -1.4665 -0.91 1.55 0.86
H 0.8377 -0.0645 0.2833 -0.68 -0.89 -1.29
H -0.5910 -0.2862 -0.5665 -1.33 -0.12 -0.93
H 0.6410 -1.0697 -2.6346 0.38 0.42 1.01
H 3.0412 -1.5420 -2.1986 -0.77 0.09 -0.21
H 2.8071 -1.0605 -0.5455 -0.21 -0.56 -0.59
H -0.5017 0.3579 3.8949 0.25 0.04 0.83
H -0.7232 -1.0888 3.4706 -0.28 0.08 -0.01
O -0.9426 -0.1760 3.2387 -0.20 -0.53 -0.08
H -3.0141 1.6505 -2.3066 0.93 -0.14 0.66
H -1.4761 1.8963 -1.7782 -0.68 -0.17 -0.56
O -2.2869 1.2718 -1.7608 -0.10 0.77 -0.49
H -1.1644 2.0350 3.2743 1.32 2.14 -1.11
H -1.3166 2.2107 1.8892 -0.12 0.40 -0.98
O -0.7582 2.6416 2.5446 -2.00 -1.93 2.10
H -0.7116 0.8247 -4.1756 0.01 3.14 -2.43
H -1.4611 0.1665 -3.1056 -0.84 0.14 0.77
O -0.7089 0.0778 -3.6728 0.82 -3.30 1.22
H 2.9340 1.9412 -0.9805 0.18 0.41 -0.71
H 2.2692 1.2607 0.0862 -0.57 -0.01 -0.07
O 2.0356 1.6735 -0.7656 1.39 0.10 0.79
H -2.5264 0.6606 -0.2187 0.64 -0.02 -0.60
H -3.8618 0.5869 0.2561 1.04 -1.23 0.89
O -2.9865 0.1257 0.4437 -2.20 1.68 0.04
H 0.2875 3.2234 -1.4882 1.01 0.29 0.94
H 0.2961 2.3953 -2.7983 1.45 -1.08 -1.51
O -0.2272 2.8204 -2.1719 -3.04 -0.25 -1.84
H -1.3314 -2.9657 -1.5884 -0.80 -0.23 0.13
H -0.2370 -3.8426 -2.2592 -0.09 -0.61 -0.37
O -0.3952 -3.0857 -1.7104 0.61 0.57 -0.32
H 2.0251 -2.2924 1.9956 -0.48 0.12 1.38
H 1.1019 -2.2427 3.2388 0.68 -0.26 -0.29
O 2.0152 -2.0570 2.9619 -0.62 -0.31 -0.59
H 3.9207 -1.3445 1.5796 -1.57 1.16 -0.65
H 2.5994 -0.3615 1.6876 0.97 -0.86 -0.32
O 3.1903 -0.8770 1.0697 1.12 0.25 0.93
H -3.1308 -2.7609 0.6804 1.48 0.29 -0.88
H -2.7436 -1.4901 0.0735 -0.44 2.29 -0.19
O -2.3489 -2.3267 0.2193 -2.12 -3.15 0.83
H 1.0063 3.7702 0.3824 -0.99 0.74 0.50
H -0.6513 3.9340 0.0102 0.25 1.00 1.03
O 0.2096 3.5460 -0.1139 0.98 -0.53 1.13
H -0.9375 -2.9383 1.0512 1.92 0.60 -0.61
H 0.0600 -2.6027 -0.0801 -0.11 -0.37 -0.28
O 0.0231 -2.7194 0.8675 -0.50 -0.55 2.06
H 0.5798 1.6011 1.3938 -0.27 -0.02 0.66
H 0.3124 0.2917 2.2954 -0.46 0.28 -0.22
O 0.9597 0.7999 1.7768 1.72 -0.29 -0.91
```
Forces are in eV/Å.

Computed properties:
DFT total energy (Ha): -1220.4999
Highest occupied orbital energy (eV): -12.8
Orbital gap (eV): 10.19
Energy above the lowest of the compared OMol25 structures with the same formula, charge and spin (kcal per mole): 78.3
Charge: +1

List of Mulliken charges in e, atom by atom: N 1.1793; C -0.1158; N -0.1904; H -0.1899; H -0.1804; H 0.4783; H 0.2682; H 0.2664; H 0.3637; H 0.2305; O -0.6288; H 0.2649; H 0.4847; O -0.7232; H 0.3107; H 0.3057; O -0.6237; H 0.2480; H 0.3277; O -0.5948; H 0.2568; H 0.1901; O -0.4717; H 0.3004; H 0.3103; O -0.6949; H 0.3796; H 0.2833; O -0.7109; H 0.2885; H 0.2262; O -0.5315; H 0.4067; H 0.2582; O -0.6577; H 0.3088; H 0.3374; O -0.7358; H 0.3082; H 0.3272; O -0.6434; H 0.2854; H 0.3023; O -0.6099; H 0.3487; H 0.2036; O -0.5613; H 0.3027; H 0.2438; O -0.7323

=====

This record from OMol25 describes a structure of composition C13H11NOOsS3 at a distorted geometry. The level of theory is ωB97M-V with the def2-TZVPD basis set.

The geometry in XYZ format:
```
30
Properties=species:S:1:pos:R:3:forces:R:3
Os -0.4808 0.5844 0.1998 1.00 2.60 0.68
C 3.9800 -0.0544 -0.7723 0.01 -0.03 0.23
C 4.5210 0.0591 0.5022 -0.28 0.01 -0.18
C 3.6758 0.0995 1.5936 -0.23 -0.03 -0.19
C 2.2959 0.0142 1.3991 0.12 -0.02 -0.32
N 1.7858 -0.0680 0.1496 -1.24 0.26 0.29
C 2.6051 -0.1005 -0.8976 -0.06 -0.06 -0.39
C 1.3096 0.0356 2.4801 -0.75 0.12 0.48
C 1.6635 -0.2025 3.8074 0.15 0.11 -0.37
C 0.7083 -0.1904 4.8016 -0.11 0.01 0.15
C -0.6211 0.0621 4.4959 0.09 0.02 -0.13
C -0.9929 0.3147 3.1843 -0.11 0.02 -0.08
C -0.0438 0.3035 2.1635 0.10 -0.67 -0.32
H 4.6122 -0.0933 -1.6437 -0.01 0.00 -0.12
H 5.5872 0.1332 0.6361 0.17 0.00 0.04
H 4.0799 0.2325 2.5822 -0.02 -0.04 0.14
H 2.1334 -0.1714 -1.8713 0.01 0.05 0.09
H 2.6936 -0.4087 4.0508 0.12 -0.07 0.14
H 0.9964 -0.3788 5.8227 0.06 -0.06 0.15
H -1.3651 0.0514 5.2782 -0.07 0.04 0.06
H -2.0376 0.5190 2.9575 0.20 -0.08 -0.08
S -0.4427 2.7657 0.3563 -0.38 -2.75 -0.82
C -5.5333 1.1420 -0.5325 -0.55 0.18 0.28
O -4.2471 0.7227 -0.9504 0.56 -0.08 -0.20
C -3.6507 -0.2498 -0.2814 -1.21 -0.18 1.32
S -4.3046 -1.0740 0.9899 0.10 0.23 -0.34
S -2.1059 -0.6737 -0.9177 2.21 0.40 -0.37
H -5.6629 2.1501 -0.9168 0.05 -0.02 -0.04
H -5.6011 1.1226 0.5582 -0.03 0.08 -0.18
H -6.3020 0.4853 -0.9473 0.11 -0.03 0.06
```
Forces are in eV/Å.

Computed properties:
DFT total energy (Ha): -1917.1517
Highest occupied orbital energy (spin up / spin down) (eV): -7.6 / -7.7
Orbital gap (spin up / spin down) (eV): 6.16 / 6.22
Energy above the lowest of the compared OMol25 structures with the same formula, charge and spin (kcal per mole): 0.0
Charge: 0

List of Mulliken charges in e, atom by atom: Os 0.7916; C -0.6988; C -0.2882; C -0.7319; C 0.9084; N -0.3445; C -0.1717; C 1.0666; C -0.6383; C -0.6958; C -0.6474; C -0.6146; C -0.1971; H 0.3845; H 0.4338; H 0.2973; H 0.4154; H 0.2787; H 0.3919; H 0.3861; H 0.3665; S -0.3618; C -0.7128; O -0.2270; C 0.3367; S -0.2814; S -0.3421; H 0.2377; H 0.3508; H 0.3073

=====

This record from OMol25 describes a cluster of 2 separate species, C9H15N in total at a distorted geometry. The level of theory is ωB97M-V with the def2-TZVPD basis set.

The geometry in XYZ format:
```
25
Properties=species:S:1:pos:R:3:forces:R:3
C 2.6876 -0.5706 0.7141 0.77 0.84 0.96
C 1.8265 -1.1179 -0.0960 0.88 -1.67 -1.34
N 0.6810 -0.6118 -0.6175 -0.04 0.65 -1.33
C 0.5859 0.3354 -1.4773 -0.29 0.00 1.80
C 1.6964 1.2640 -2.0481 -1.50 -1.38 0.43
C -0.8692 0.5107 -1.8153 0.82 2.36 -1.35
H 3.4722 -1.1855 1.0233 1.24 -0.91 0.46
H 2.7533 0.4102 1.1394 -0.70 0.53 -0.05
H 2.1027 -2.1600 -0.4336 -0.75 0.99 0.38
H 2.5481 1.1622 -1.4272 0.81 0.16 0.82
H 2.0432 0.8829 -3.0108 -0.46 0.48 -0.31
H 1.2992 2.2850 -2.0216 0.32 -0.25 -0.45
H -1.5228 0.2371 -1.0140 -0.16 0.19 0.49
H -0.9353 -0.2493 -2.5370 -0.89 -0.90 -1.52
H -1.1034 1.5136 -2.2896 0.08 -1.19 0.62
C -0.7352 2.2591 1.2411 0.11 2.20 0.82
C -0.9569 1.0179 1.4763 -0.39 -0.47 -0.36
C -1.3293 -0.2034 1.5983 -1.00 -2.53 0.41
C -2.1489 -0.8196 2.7641 -1.09 2.59 -0.20
H -1.5193 2.9926 1.0341 -0.07 -0.57 -0.56
H 0.1494 2.7686 1.5887 0.54 -0.19 -0.05
H -1.1503 -0.9984 0.8169 0.06 1.43 0.59
H -1.8166 -1.8390 2.7757 -0.34 -0.58 0.71
H -2.0505 -0.2426 3.7590 0.10 -1.16 -1.55
H -3.2722 -0.7058 2.4588 1.94 -0.62 0.58
```
Forces are in eV/Å.

Computed properties:
DFT total energy (Ha): -406.5310
Highest occupied orbital energy (eV): -8.5
Orbital gap (eV): 9.47
Energy above the lowest of the compared OMol25 structures with the same formula, charge and spin (kcal per mole): 96.7
Structure (SMILES): C=CN=C(C)C.C=C=CC
Charge: 0

List of Mulliken charges in e, atom by atom: C -0.7422; C -0.1161; N -0.2619; C 0.7574; C -1.1524; C -1.2306; H 0.2647; H 0.3028; H 0.2125; H 0.3645; H 0.2962; H 0.3118; H 0.3383; H 0.3717; H 0.2715; C -0.8743; C 0.5970; C -0.1752; C -1.1832; H 0.2569; H 0.2529; H 0.2573; H 0.3390; H 0.3099; H 0.2318

=====

This record from OMol25 describes the molecule C2H2ClIO2 at a distorted geometry. The level of theory is ωB97M-V with the def2-TZVPD basis set.

The geometry in XYZ format:
```
8
Properties=species:S:1:pos:R:3:forces:R:3
O 2.3616 -1.7285 -1.5098 -0.31 -0.02 -0.68
C 2.4532 -1.4593 -0.3659 0.89 -0.30 -0.10
Cl 3.9520 -1.7211 0.5745 0.24 -0.21 -0.28
O 1.6440 -0.9591 0.4898 -3.99 2.15 1.21
C 0.0943 -0.3529 0.1408 2.92 -1.94 -0.51
I -1.2702 -1.9056 0.4756 0.13 0.25 0.03
H 0.1486 -0.1053 -0.9145 -0.05 0.08 0.14
H 0.0025 0.4745 0.8231 0.18 -0.03 0.19
```
Forces are in eV/Å.

Computed properties:
DFT total energy (Ha): -985.7451
Highest occupied orbital energy (eV): -10.5
Orbital gap (eV): 10.28
Energy above the lowest of the compared OMol25 structures with the same formula, charge and spin (kcal per mole): 3.3
Structure (SMILES): O=C(Cl)OCI
Charge: 0

List of Mulliken charges in e, atom by atom: O -0.4366; C 0.6549; Cl -0.1852; O -0.3431; C -0.4847; I 0.1674; H 0.3324; H 0.2950

=====

This record from OMol25 describes a structure of composition C29H34Cl2HfNO6S5Sb at a distorted geometry. The level of theory is ωB97M-V with the def2-TZVPD basis set.

The geometry in XYZ format:
```
79
Properties=species:S:1:pos:R:3:forces:R:3
Hf 3.4780 -0.0418 0.3533 0.93 2.74 -3.10
Cl 3.2466 -7.0161 2.5318 0.09 -0.16 -0.09
C 3.0261 -5.3715 2.0577 -0.62 0.10 -0.05
C 2.0497 -4.6214 2.7369 0.65 0.91 -0.65
C 1.8248 -3.2900 2.3713 0.74 -0.97 -0.47
Cl 0.8075 -2.3696 3.3645 -0.69 0.61 0.13
C 2.5125 -2.6874 1.2761 0.40 -1.07 1.07
O 2.2042 -1.4831 0.8750 0.11 -1.44 0.24
C 3.6152 -3.4840 0.7365 -2.70 1.89 0.17
C 4.5237 -2.8956 -0.1188 1.74 3.41 -0.76
O 4.7598 -1.6069 -0.1917 -0.35 -4.47 -0.01
C 3.7502 -4.8170 1.0271 0.17 -2.10 0.61
H 1.4953 -5.0390 3.5671 0.07 -0.04 -0.05
H 5.1504 -3.5696 -0.7015 0.27 0.25 -0.16
H 4.4215 -5.4625 0.4488 0.00 0.44 0.37
O 3.6387 0.2358 2.4305 -0.34 0.65 1.56
C 3.3330 1.2649 3.0943 1.67 -0.21 -0.17
C 2.9176 2.4966 2.5787 -0.10 0.30 0.17
C 2.7712 3.5009 3.5444 -0.11 1.68 -0.51
C 2.3056 4.7368 3.0911 -0.09 -1.03 -0.05
C 1.9887 4.9738 1.7311 0.58 0.29 0.81
C 2.1107 3.9539 0.8174 0.30 0.51 -1.09
C 2.5743 2.6965 1.2167 -2.16 -1.46 0.26
O 2.3177 1.6060 0.4898 0.76 1.62 0.34
N 1.9899 5.7352 4.1110 0.37 1.11 -0.89
O 1.9552 5.2999 5.2391 -0.24 0.72 0.51
O 1.8124 6.9096 3.7547 0.08 -1.67 0.66
H 3.5983 1.3771 4.1588 -0.25 -1.04 -0.09
H 3.0665 3.3716 4.6000 -0.41 -0.04 -0.75
H 1.6926 5.9974 1.4776 -0.11 -0.56 -0.10
H 1.8624 4.0960 -0.2450 0.03 -0.07 0.61
S 4.7847 6.1383 -3.0743 -0.30 -0.05 0.17
C 4.6520 4.6305 -2.4530 0.49 -0.78 -0.17
S 5.8926 3.9548 -1.3835 -0.56 1.10 -0.10
C 5.2539 2.3743 -1.1847 -3.08 -0.37 -3.07
C 4.2296 2.0555 -2.1436 1.51 0.29 2.88
S 3.5186 0.4639 -2.2551 -0.43 -0.37 0.58
S 3.4461 3.4161 -2.9126 1.13 0.39 0.05
S 5.7075 1.4095 0.1342 0.33 -1.10 1.11
C -1.5084 1.7431 -2.3461 -0.77 0.80 0.96
C -2.4925 0.6810 -2.8716 -1.06 -0.69 2.62
C -1.9196 -0.1388 -3.9844 -0.42 0.58 -1.39
C -3.9302 1.2300 -3.0319 1.09 0.21 -0.90
Sb -2.4800 -0.8154 -1.0855 2.05 -0.01 0.23
C -3.2631 -2.9612 -1.7343 -1.29 2.18 1.86
C -2.1772 -3.6425 -2.5138 0.40 -0.51 -0.84
C -3.6379 -3.6599 -0.3456 0.16 -0.17 -1.27
C -4.5195 -2.6024 -2.5488 0.95 -0.55 -0.83
C -3.3377 0.0787 0.9494 -0.77 -1.38 -2.30
C -3.2635 1.5973 1.1588 -0.63 -1.41 2.00
C -2.3650 -0.6825 1.8693 0.32 1.00 1.38
C -4.8340 -0.3405 1.0094 1.60 -1.43 0.01
H -1.5611 2.6442 -2.9659 0.17 -0.09 -0.37
H -0.4817 1.4037 -2.2833 0.19 -0.23 -0.22
H -1.7328 2.1658 -1.3126 -0.11 -0.82 -1.04
H -1.7678 0.5044 -4.8733 0.21 -0.07 0.21
H -2.5686 -0.9351 -4.3658 -0.06 0.02 0.38
H -0.9686 -0.5665 -3.7099 0.39 -0.15 0.08
H -3.8489 2.1562 -3.6512 -0.45 -0.64 -0.06
H -4.3141 1.5726 -2.0731 -0.16 -0.20 0.06
H -4.5863 0.4552 -3.4914 0.28 0.80 0.31
H -1.1543 -3.2906 -2.3430 -0.18 0.28 0.12
H -2.3419 -3.6299 -3.6196 0.00 0.23 0.80
H -2.1403 -4.6961 -2.2349 -0.12 -0.24 0.00
H -2.8254 -3.4983 0.4024 -0.68 -0.23 -0.45
H -3.7769 -4.7734 -0.5029 0.22 1.05 0.17
H -4.6136 -3.2632 0.0198 0.86 -0.19 -0.11
H -4.2978 -1.8490 -3.3603 -0.27 -0.70 0.94
H -5.2797 -2.2226 -1.8620 -0.18 -0.13 -0.42
H -4.8057 -3.5249 -3.0833 -0.64 0.25 0.17
H -2.2576 1.9435 1.1258 0.73 0.56 -0.15
H -3.6186 1.6371 2.2270 0.62 0.37 -0.41
H -3.9745 2.2671 0.6999 -0.05 -0.21 -0.95
H -1.4011 -0.1384 1.8436 -0.25 -0.33 -0.07
H -2.1121 -1.7283 1.6673 -0.43 0.20 -0.45
H -2.6466 -0.6729 2.9617 -0.22 0.21 -0.84
H -5.3239 -0.1981 0.0517 -0.30 0.53 0.17
H -5.2061 0.2373 1.8217 -1.21 0.37 0.60
H -4.9514 -1.4260 1.2351 0.15 0.73 0.03
```
Forces are in eV/Å.

Computed properties:
DFT total energy (Ha): -4831.1577
Highest occupied orbital energy (eV): -6.7
Orbital gap (eV): 4.35
Energy above the lowest of the compared OMol25 structures with the same formula, charge and spin (kcal per mole): 4.5
Charge: 0

List of Mulliken charges in e, atom by atom: Hf 0.9345; Cl -0.2031; C 0.1655; C -0.5352; C 0.3766; Cl -0.1671; C 0.1201; O -0.6816; C 0.6891; C -0.0482; O -0.4886; C -0.9206; H 0.4629; H 0.3834; H 0.3996; O -0.4028; C -0.0366; C 0.9753; C -0.7058; C -0.2539; C -0.5415; C -0.7146; C 0.5452; O -0.1161; N 0.9576; O -0.5875; O -0.5834; H 0.3175; H 0.4371; H 0.4913; H 0.5209; S -0.2370; C 0.0535; S -0.1024; C 0.3712; C 0.0247; S -0.3965; S -0.0790; S -0.4576; C -1.4631; C 1.1271; C -1.5734; C -1.3219; Sb 0.5037; C 1.0437; C -1.4753; C -1.2586; C -1.3876; C 1.3886; C -1.7504; C -1.2533; C -1.4577; H 0.4649; H 0.3993; H 0.1581; H 0.4347; H 0.3071; H 0.3495; H 0.4610; H 0.2463; H 0.2765; H 0.1993; H 0.3241; H 0.4774; H 0.2214; H 0.4628; H 0.2036; H 0.1825; H 0.3225; H 0.4627; H 0.3148; H 0.5316; H 0.3207; H 0.2391; H 0.1420; H 0.3597; H 0.2311; H 0.5615; H 0.2572

=====

This record from OMol25 describes a structure of composition C2H2GaO2 at a distorted geometry. The level of theory is ωB97M-V with the def2-TZVPD basis set.

The geometry in XYZ format:
```
7
Properties=species:S:1:pos:R:3:forces:R:3
H -0.1743 1.1828 -1.0188 0.96 -1.01 -0.87
O -0.7974 -0.3676 1.1512 0.72 3.88 -0.92
C -0.0806 0.5597 0.4494 1.86 -1.76 3.30
C 0.5844 0.1761 -0.7350 -2.98 -0.60 -0.40
O 0.3984 -1.0694 -1.1674 1.34 2.90 -0.79
H 0.4000 1.3695 1.0223 -1.24 0.43 -0.46
Ga -0.3305 -1.8511 0.2984 -0.65 -3.83 0.14
```
Forces are in eV/Å.

Computed properties:
DFT total energy (Ha): -2152.2229
Highest occupied orbital energy (spin up / spin down) (eV): -15.2 / -16.1
Orbital gap (spin up / spin down) (eV): 7.04 / 8.33
Energy above the lowest of the compared OMol25 structures with the same formula, charge and spin (kcal per mole): 67.4
Charge: +1

List of Mulliken charges in e, atom by atom: H 0.2871; O -0.1708; C -0.0066; C 0.1362; O -0.1645; H 0.4451; Ga 0.4735